{"formula": "C3H11NSi", "method": "ωB97M-V/def2-TZVPD", "species": ["C", "C", "C", "N", "Si", "H", "H", "H", "H", "H", "H", "H", "H", "H", "H", "H"], "coordinates": [[-2.4655, 1.0935, -0.5563], [-2.2744, -1.1744, -1.4000], [-2.1208, -0.3939, -0.3658], [3.7888, -0.0690, 0.2153], [2.5278, -0.0062, 1.4376], [-3.4621, 1.2626, -0.9185], [-2.3391, 1.6446, 0.4164], [-1.8030, 1.5618, -1.3402], [-2.4732, -0.7573, -2.2822], [-2.2721, -2.2989, -1.4052], [1.4291, 0.9098, 1.1077], [-2.0283, -0.7324, 0.6549], [4.5494, -0.6883, 0.4176], [4.0603, 0.9008, -0.0383], [3.2544, -0.0394, 2.7550], [1.6288, -1.2135, 1.3020]], "forces_ev_per_a": [[1.9, 0.6, 0.6], [0.7, -3.9, 2.3], [-1.3, 1.6, 0.4], [-1.3, 1.7, 0.0], [0.1, -1.8, -0.5], [-0.6, -0.2, 0.0], [-0.1, -0.3, -1.1], [-0.4, -0.4, 0.9], [-0.8, 1.6, -3.6], [0.3, 1.3, 0.3], [0.5, 0.9, 0.2], [0.3, -0.2, 0.0], [0.5, 0.1, 0.0], [0.3, -1.3, 0.1], [-0.7, 0.4, -0.1], [0.7, 0.0, 0.3]], "lowdin_charge": [-0.12, -0.03, -0.23, -0.21, 0.48, 0.05, 0.07, 0.08, 0.01, 0.08, -0.10, 0.08, 0.00, 0.02, -0.09, -0.10], "lumo_energy_ev": 0.990, "smiles": "N[SiH3].C=CC", "e_homo_ev": -9.63, "homo_lumo_gap_ev": 10.62, "de_lowest_kj_mol": 150.1}


{"formula": "C3H11O2S", "method": "ωB97M-V/def2-TZVPD", "species": ["C", "C", "C", "S", "H", "H", "H", "H", "H", "H", "H", "H", "H", "O", "H", "H", "O"], "coordinates": [[-1.1181, 1.7191, 0.1255], [-0.9835, 0.7551, -1.0539], [-1.3407, -0.7006, -0.6519], [-0.2768, -1.9546, -1.4109], [-0.5967, 2.6652, -0.0590], [-0.6518, 1.2474, 0.9906], [-2.1554, 2.0096, 0.3006], [-1.5720, 1.0650, -1.8827], [0.0399, 0.6789, -1.4224], [-2.3624, -0.9417, -0.9608], [-1.3060, -0.7490, 0.4402], [2.4195, -0.5806, -0.8940], [1.8384, -1.6569, -0.1006], [2.6735, -1.1507, -0.1618], [2.1669, -0.2193, 1.8432], [1.4651, -1.5233, 2.2981], [1.7600, -0.6637, 2.5999]], "forces_ev_per_a": [[0.4, 0.3, -0.6], [0.5, -0.9, 0.9], [-0.3, 0.3, -0.2], [0.4, -0.2, 0.1], [0.1, -0.1, 0.0], [-0.3, 0.2, 0.2], [-0.1, -0.3, 0.3], [-0.6, 0.3, -0.8], [0.1, 0.3, 0.2], [-0.1, 0.2, 0.2], [0.0, -0.2, 0.0], [0.0, 0.1, -0.2], [-0.1, -0.2, -0.3], [0.0, 0.1, 0.3], [-0.1, -0.6, -0.2], [0.0, 0.0, -0.4], [0.0, 0.5, 0.6]], "lowdin_charge": [-0.14, -0.36, -0.77, 0.19, 0.05, 0.06, 0.06, 0.07, 0.05, 0.02, 0.03, 0.00, -0.07, -0.15, 0.01, 0.02, -0.09], "lumo_energy_ev": 3.943, "charge": -1, "e_homo_ev": -2.89, "homo_lumo_gap_ev": 6.83, "de_lowest_kj_mol": 37.3}


{"formula": "C3H11O4S", "method": "ωB97M-V/def2-TZVPD", "species": ["O", "C", "C", "C", "S", "H", "H", "H", "H", "H", "H", "H", "O", "H", "H", "O", "H", "H", "O"], "coordinates": [[-0.1542, 2.1500, -1.5135], [-0.2093, 1.1427, -0.8300], [-0.7539, -0.1427, -1.3679], [-0.4930, -1.2872, -0.3979], [1.2553, -1.4106, 0.1542], [0.1226, 1.2181, 0.2123], [-1.7995, -0.0723, -1.6750], [-0.1787, -0.3774, -2.2691], [-1.1169, -1.2302, 0.4952], [-0.8029, -2.2522, -0.8112], [2.4342, -0.6688, -1.8950], [2.6702, 0.3048, -3.0054], [2.7489, -0.6433, -2.8258], [1.4230, 1.0118, 3.7420], [1.1154, 1.7936, 2.5281], [1.3425, 1.9249, 3.4342], [-3.0641, -1.0227, 2.1829], [-1.8470, -0.2633, 1.7185], [-2.6930, -0.1754, 2.1235]], "forces_ev_per_a": [[0.1, -0.3, 0.2], [-0.5, 1.2, -0.8], [0.8, -1.0, 0.3], [0.2, -0.7, 0.5], [-0.1, 0.3, -0.2], [-0.1, -0.4, 0.2], [-0.1, 0.3, 0.1], [0.0, 0.2, -0.1], [-0.1, 0.3, 0.0], [0.1, 0.2, -0.4], [-0.1, -0.6, 0.0], [0.1, -0.2, -0.2], [-0.1, 0.7, 0.3], [0.0, 0.2, 0.1], [-0.2, 0.0, -1.2], [0.2, -0.3, 1.1], [-0.6, -1.8, 0.0], [1.0, -0.2, -0.4], [-0.5, 2.2, 0.6]], "lowdin_charge": [0.00, -0.32, -0.26, -0.73, 0.24, 0.08, 0.11, 0.10, -0.01, 0.04, -0.08, 0.02, -0.13, 0.04, 0.00, -0.06, 0.00, -0.01, -0.03], "lumo_energy_ev": 3.341, "charge": -1, "e_homo_ev": -3.45, "homo_lumo_gap_ev": 6.79, "de_lowest_kj_mol": 76.8}


{"formula": "C3H12BaFO3V", "method": "ωB97M-V/def2-TZVPD", "species": ["Ba", "V", "F", "C", "O", "H", "H", "H", "H", "C", "O", "H", "H", "H", "H", "C", "O", "H", "H", "H", "H"], "coordinates": [[1.2106, 1.4290, 2.8609], [-0.0272, -0.6514, -0.1411], [0.3732, -0.0867, 1.3485], [1.1986, 1.0138, -1.8937], [1.1567, 0.4990, -0.5684], [0.3638, 0.5962, -2.4566], [1.1417, 2.1009, -1.9490], [2.1877, 0.7567, -2.2727], [1.6999, 1.0910, -0.0430], [-0.5131, -2.7562, 1.4897], [-0.2646, -2.2093, 0.2250], [-0.0929, -3.7614, 1.5249], [-0.0294, -2.1327, 2.2417], [-1.5673, -2.7982, 1.7633], [-0.2637, -2.9433, -0.3938], [-1.0685, 1.9244, -0.0340], [-0.8706, 0.6425, -0.6881], [-1.1307, 2.6933, -0.8041], [-1.9336, 1.8753, 0.6273], [-0.2895, 2.0469, 0.7185], [-1.2811, 0.6702, -1.5554]], "forces_ev_per_a": [[1.0, 1.2, 3.2], [-0.2, -9.3, -4.7], [1.8, 2.8, 8.6], [0.1, -0.4, -1.2], [6.9, 6.4, -5.3], [0.8, -0.1, -0.4], [0.2, 0.7, 0.2], [0.8, 0.0, -0.5], [1.1, 0.6, 0.7], [-0.3, -1.7, 3.2], [-1.8, -10.6, 1.5], [0.0, 0.0, 0.1], [0.1, -0.2, -0.1], [-0.2, 0.0, -0.5], [-0.1, -1.0, -0.8], [-0.7, 0.6, 0.5], [-7.7, 10.2, -2.3], [-0.1, 0.3, 0.3], [-0.9, 0.0, -0.6], [0.3, 0.3, -0.8], [-1.0, 0.3, -1.1]], "lowdin_charge": [2.16, 0.85, -0.65, 0.13, -0.08, 0.15, 0.18, 0.20, 0.14, 0.01, -0.14, 0.15, 0.10, 0.15, 0.19, 0.08, -0.15, 0.16, 0.16, 0.02, 0.19], "lumo_energy_ev": [-15.802, -22.308], "charge": 4, "spin_multiplicity": 5, "e_homo_ev": [-22.49, -26.50], "homo_lumo_gap_ev": [6.68, 4.19], "de_lowest_kj_mol": 917.1}


{"formula": "C3H12ClN3Si", "method": "ωB97M-V/def2-TZVPD", "species": ["C", "C", "C", "N", "N", "N", "Si", "Cl", "H", "H", "H", "H", "H", "H", "H", "H", "H", "H", "H", "H"], "coordinates": [[1.5053, -1.2168, 2.1792], [-1.0039, -0.5080, -2.1944], [0.4548, 2.1825, -0.8104], [0.3769, -1.3823, 1.2578], [-1.3883, -0.4417, -0.7993], [0.5778, 1.2764, 0.2809], [-0.4077, -0.0937, 0.4912], [-2.9371, -0.1653, 2.1249], [1.3590, -0.2033, 2.4696], [1.5016, -1.9097, 2.9809], [2.5373, -1.4153, 1.8863], [-1.3777, 0.3648, -2.7008], [0.0556, -0.3999, -2.3339], [-1.2927, -1.5272, -2.5979], [0.5676, 3.1959, -0.5399], [1.1906, 2.0732, -1.6366], [-0.5927, 2.0975, -1.1195], [-0.2716, -2.1556, 1.2516], [-2.3238, -0.8702, -0.8512], [1.4688, 1.0988, 0.6612]], "forces_ev_per_a": [[-0.7, -0.6, -0.6], [0.6, -1.0, -0.4], [-0.2, -0.1, -1.0], [1.3, -1.0, -0.7], [-1.7, -1.3, -2.2], [0.2, -0.9, -0.4], [-1.5, 1.6, 1.9], [-0.7, -0.2, 0.5], [0.7, 0.8, 1.1], [-0.9, -0.4, 1.3], [-0.1, 0.4, -1.4], [-0.8, -0.1, -0.8], [0.8, -0.2, 0.1], [0.2, 1.5, -0.1], [0.2, 1.3, 0.8], [-0.6, -0.5, 0.2], [0.3, 0.1, -0.6], [0.7, -0.6, 0.5], [0.8, 0.7, 1.5], [1.4, 0.4, 0.3]], "lowdin_charge": [-0.16, -0.19, -0.19, -0.16, -0.20, -0.17, 0.25, 0.06, 0.04, 0.06, 0.07, 0.06, 0.06, 0.10, 0.05, 0.09, 0.07, 0.06, 0.07, 0.04], "lumo_energy_ev": [0.819, -3.640], "spin_multiplicity": 3, "e_homo_ev": [-4.74, -8.89], "homo_lumo_gap_ev": [5.55, 5.25]}


{"formula": "C3H12ClN6O3", "method": "ωB97M-V/def2-TZVPD", "species": ["Cl", "C", "O", "N", "N", "H", "H", "H", "H", "C", "O", "N", "N", "H", "H", "H", "H", "C", "O", "N", "N", "H", "H", "H", "H"], "coordinates": [[0.1586, -0.4453, -1.5731], [-2.6506, -0.4533, 2.3857], [-3.6832, -0.3344, 3.0449], [-1.3867, -0.3314, 2.8492], [-2.4848, -0.6196, 1.0492], [-1.3228, -0.3877, 3.8545], [-0.7419, -0.7334, 2.1910], [-3.3350, -0.7837, 0.5351], [-1.6506, -0.2222, 0.6455], [4.1389, -2.1384, -3.2175], [5.3550, -2.2723, -3.3698], [3.5638, -1.9763, -2.0211], [3.3329, -1.7655, -4.2303], [2.6876, -1.4803, -2.0238], [3.9792, -2.1628, -1.1264], [2.3460, -1.7244, -4.0193], [3.6720, -0.9722, -4.7498], [-1.6090, 2.4017, 0.7246], [-1.9763, 2.1479, -0.4217], [-2.4860, 2.6641, 1.7258], [-0.3178, 2.2147, 1.0742], [-2.4171, 2.2034, 2.6199], [-3.4238, 2.9931, 1.5808], [-0.0257, 2.5356, 1.9810], [0.2774, 1.6426, 0.4915]], "forces_ev_per_a": [[0.4, -0.1, 0.3], [-0.2, 0.7, -0.9], [0.5, -0.5, -0.4], [0.3, 0.4, 2.0], [-2.2, -0.7, -0.1], [0.6, -0.2, -0.2], [0.8, -0.1, 0.9], [0.4, 0.4, -0.5], [-0.3, -0.2, -1.0], [2.9, 1.9, 1.1], [-0.4, -0.9, -0.1], [-1.2, -0.5, 1.1], [-1.6, -0.2, -1.9], [-0.5, 0.0, 0.5], [0.3, -0.2, -0.4], [0.0, 0.3, 0.0], [0.1, -0.3, -0.2], [-0.7, -2.1, -2.5], [-0.1, 1.1, 0.5], [-0.6, 1.0, 2.1], [0.5, 0.5, 1.0], [0.5, 0.0, -0.1], [0.2, -0.2, -0.8], [0.2, -0.3, -0.1], [-0.1, 0.1, -0.3]], "lowdin_charge": [-0.60, -0.72, 0.00, 0.13, 0.16, 0.10, 0.10, 0.11, 0.02, -0.71, -0.02, 0.16, 0.13, 0.00, 0.10, 0.08, 0.10, -0.72, -0.02, 0.14, 0.15, 0.07, 0.10, 0.09, 0.05], "lumo_energy_ev": 3.069, "charge": -1, "e_homo_ev": -4.90, "homo_lumo_gap_ev": 7.97, "de_lowest_kj_mol": 53.2}


{"formula": "C3H12FNO7V", "method": "ωB97M-V/def2-TZVPD", "species": ["O", "V", "N", "O", "O", "O", "F", "C", "O", "H", "H", "H", "H", "C", "O", "H", "H", "H", "H", "C", "O", "H", "H", "H", "H"], "coordinates": [[-1.5594, 0.5483, 1.4522], [-0.4532, -0.1247, 0.5300], [-0.1892, 2.6089, -1.1702], [0.1822, 3.0256, -2.2629], [-0.2692, 1.3983, -0.9853], [-0.4319, 3.3902, -0.2390], [-0.2602, -1.8609, 1.6951], [1.1616, 1.7961, 2.5677], [1.3023, 0.9699, 1.4079], [0.5475, 2.6773, 2.3818], [0.5866, 1.2769, 3.3342], [2.1772, 1.9862, 2.9095], [2.1450, 1.1253, 0.9775], [-2.6356, -2.2329, -0.6170], [-2.0797, -0.9446, -0.8568], [-3.4973, -2.0916, 0.0360], [-2.9274, -2.6575, -1.5783], [-1.9060, -2.8782, -0.1316], [-2.7811, -0.4589, -1.2991], [2.1629, -1.2230, -1.2282], [0.7730, -1.4498, -1.0332], [2.5085, -1.8283, -2.0655], [2.2114, -0.1775, -1.5475], [2.8005, -1.3174, -0.3518], [0.4316, -1.5579, -1.9252]], "forces_ev_per_a": [[2.1, -1.0, -1.7], [-2.2, 0.5, 2.5], [0.7, 4.4, 0.3], [-0.2, -0.5, -0.2], [-0.3, -5.0, 0.5], [-0.1, -0.5, 0.0], [0.0, 2.3, -2.0], [-0.3, 0.1, 0.6], [-0.9, -1.0, -0.5], [0.5, 0.2, -0.5], [0.4, -0.5, -0.1], [-0.3, 0.4, 0.3], [-0.1, 0.1, -0.1], [-0.4, -0.5, 0.2], [1.0, 0.1, 0.1], [0.0, -0.4, 0.0], [-0.1, -0.2, 0.1], [0.1, 0.3, 0.0], [0.4, 0.7, 0.1], [0.3, 1.4, -1.0], [-0.3, -0.4, 0.7], [0.3, -0.2, 0.3], [0.5, 0.1, -0.1], [-0.5, -0.6, 0.2], [-0.5, 0.1, 0.1]], "lowdin_charge": [-0.25, 1.07, -0.60, 0.03, -0.13, 0.01, -0.51, -0.08, -0.17, 0.09, 0.09, 0.10, 0.11, -0.09, -0.17, 0.10, 0.09, 0.09, 0.12, -0.10, -0.17, 0.09, 0.09, 0.09, 0.11], "lumo_energy_ev": [-0.662, -0.025], "spin_multiplicity": 2, "e_homo_ev": [-9.21, -9.22], "homo_lumo_gap_ev": [8.55, 9.19], "de_lowest_kj_mol": 0.0}


{"formula": "C3H12InN6O3", "method": "ωB97M-V/def2-TZVPD", "species": ["In", "C", "O", "N", "N", "H", "H", "H", "H", "C", "O", "N", "N", "H", "H", "H", "H", "C", "O", "N", "N", "H", "H", "H", "H"], "coordinates": [[-0.1107, 0.8743, -0.9774], [-0.5990, 0.4432, 3.1374], [-0.7037, 0.4056, 1.9032], [-1.5378, 0.1186, 3.9809], [0.5439, 0.6820, 3.7118], [-1.1528, 0.2686, 4.9025], [-2.4968, -0.1001, 3.7519], [1.2559, 0.7499, 2.9986], [0.7875, 0.3687, 4.6405], [0.8945, -2.3425, 1.0971], [0.4616, -1.8335, 0.0855], [2.1311, -2.4078, 1.3374], [0.1026, -2.7516, 2.0806], [2.7287, -1.8280, 0.7658], [2.3677, -2.8469, 2.2157], [0.4658, -3.1924, 2.9136], [-0.8824, -2.5389, 2.0119], [-0.4014, 1.6052, -4.7015], [-0.1084, 0.9080, -3.8405], [-0.0649, 1.5586, -5.8930], [-1.1658, 2.5788, -4.5546], [0.6818, 0.9616, -6.2187], [-0.3997, 2.3235, -6.4612], [-1.5680, 2.6895, -3.6348], [-1.2299, 3.3057, -5.2528]], "forces_ev_per_a": [[0.0, -0.8, -0.1], [-0.9, -0.4, 0.7], [-0.2, -0.2, -3.2], [-1.1, -0.1, 0.8], [3.2, 0.4, -0.8], [-1.6, -0.5, 0.7], [0.0, 0.2, 0.2], [0.6, 0.3, 0.7], [0.2, 0.3, 0.0], [-1.8, -0.5, 3.5], [-2.3, 2.8, -4.5], [4.2, -0.1, 0.4], [-1.8, -0.3, 0.4], [0.7, -0.7, 0.2], [1.2, 0.2, -0.3], [-0.3, -0.1, 0.0], [-0.1, -0.5, 0.0], [-1.7, 4.4, -3.9], [3.5, -8.4, 9.6], [4.0, -2.0, -7.0], [-5.2, 5.9, 3.5], [-0.1, 0.0, -0.3], [0.3, -0.8, -0.8], [-0.3, 0.7, -0.5], [-0.5, 0.2, 0.6]], "lowdin_charge": [1.51, -0.67, -0.02, 0.28, 0.24, 0.15, 0.17, 0.14, 0.16, -0.69, 0.09, 0.29, 0.27, 0.17, 0.17, 0.15, 0.15, -0.85, 0.12, 0.29, 0.24, 0.18, 0.17, 0.14, 0.17], "lumo_energy_ev": -17.334, "charge": 3, "e_homo_ev": -19.76, "homo_lumo_gap_ev": 2.43, "de_lowest_kj_mol": 522.6}